No. 1
Molecular formula: C62H48ClFGeIrNO3P3S
Method: DFT, ωB97M-V/def2-TZVPD

Geometry as ORCA input:
```
! wB97M-V def2-TZVPD RIJCOSX def2/J DEFGRID3
* xyz 1 5
Ir 0.089 -0.205 -0.217
F 2.215 2.542 3.401
Ge 1.558 1.648 1.989
C -0.233 1.813 2.733
C -0.480 3.055 3.326
C -1.662 3.282 4.015
C -2.582 2.251 4.167
C -2.338 1.014 3.587
C -1.176 0.802 2.835
P -0.849 -0.757 1.934
C -0.128 -1.843 3.219
C -0.281 -3.233 3.178
C 0.244 -4.032 4.185
C 0.941 -3.456 5.240
C 1.121 -2.080 5.276
C 0.589 -1.276 4.275
C -2.575 -1.328 1.709
C -3.274 -2.172 2.508
C -4.656 -2.410 2.299
C -5.338 -1.799 1.220
C -4.684 -0.991 0.354
C -3.259 -0.638 0.572
C 3.008 0.336 2.060
C 3.866 0.458 3.161
C 5.083 -0.207 3.189
C 5.487 -0.975 2.103
C 4.646 -1.106 1.014
C 3.394 -0.481 0.999
P 2.338 -0.769 -0.444
C 3.454 -0.144 -1.759
C 3.882 1.176 -1.590
C 4.791 1.745 -2.464
C 5.275 1.008 -3.537
C 4.854 -0.301 -3.718
C 3.950 -0.881 -2.831
C 2.315 -2.586 -0.654
C 2.654 -3.478 0.358
C 2.478 -4.849 0.174
C 1.972 -5.339 -1.023
C 1.620 -4.453 -2.037
C 1.775 -3.088 -1.847
C 1.829 3.099 0.722
C 2.741 4.075 1.138
C 2.861 5.274 0.455
C 2.053 5.521 -0.646
C 1.164 4.554 -1.082
C 1.050 3.324 -0.420
P -0.037 2.011 -1.097
C 0.551 1.765 -2.815
C 1.661 2.390 -3.377
C 2.040 2.106 -4.686
C 1.320 1.195 -5.446
C 0.215 0.560 -4.894
C -0.162 0.839 -3.587
C -1.649 3.002 -1.365
C -1.611 4.015 -2.485
C -2.413 5.069 -2.440
C -3.425 5.157 -1.319
C -2.844 4.661 -0.009
C -2.049 3.602 -0.038
H 0.260 3.844 3.254
H -1.854 4.256 4.454
H -3.490 2.408 4.739
H -3.062 0.220 3.711
H -0.839 -3.693 2.373
H 0.104 -5.107 4.146
H 1.335 -4.077 6.035
H 1.672 -1.624 6.091
H 0.743 -0.205 4.323
H -2.782 -2.658 3.340
H -5.193 -3.068 2.974
H -6.393 -1.998 1.071
H -5.193 -0.518 -0.481
H -3.198 0.445 0.708
H 3.586 1.093 3.988
H 5.730 -0.101 4.051
H 6.452 -1.466 2.105
H 4.957 -1.705 0.165
H 3.518 1.756 -0.745
H 5.124 2.765 -2.308
H 5.985 1.450 -4.225
H 5.240 -0.886 -4.543
H 3.667 -1.913 -2.975
H 3.040 -3.111 1.302
H 2.751 -5.535 0.970
H 1.846 -6.406 -1.165
H 1.211 -4.826 -2.970
H 1.452 -2.400 -2.622
H 3.339 3.897 2.025
H 3.571 6.020 0.793
H 2.117 6.465 -1.174
H 0.569 4.764 -1.957
H 2.247 3.092 -2.801
H 2.909 2.598 -5.107
H 1.623 0.976 -6.464
H -0.352 -0.157 -5.476
H -1.015 0.326 -3.166
H -0.976 3.820 -3.342
H -2.435 5.800 -3.241
H -3.878 6.136 -1.235
H -3.167 5.110 0.926
H -1.689 3.133 0.875
O -0.586 -3.261 0.146
H 0.084 -3.869 0.498
H -0.469 -3.316 -0.815
Cl -7.164 -5.419 -1.762
C -5.763 -4.408 -1.691
C -4.870 -4.553 -0.639
C -3.768 -3.720 -0.561
C -3.563 -2.759 -1.542
C -4.439 -2.645 -2.615
C -5.550 -3.468 -2.688
C -2.386 -1.852 -1.486
O -1.423 -2.003 -2.198
O -2.380 -0.803 -0.619
H -5.046 -5.308 0.117
H -3.068 -3.813 0.263
H -4.260 -1.907 -3.392
H -6.246 -3.386 -3.515
S -3.085 1.892 -1.884
C -4.402 3.007 -1.914
N -4.532 4.198 -1.692
*
```

Energy in Ha: -6835.2005
HOMO energy (alpha / beta) in eV: -9.35 / -10.97
Lowest unoccupied orbital energy (alpha / beta) in Ha: -0.06603 / -0.13672
Relative energy (zero: lowest compared OMol25 entry of this formula, charge and spin) in kJ/mol: 223.3

---

No. 2
Molecular formula: C62H49BClFGeNO2P3Sn
Method: DFT, ωB97M-V/def2-TZVPD

Geometry as ORCA input:
```
! wB97M-V def2-TZVPD RIJCOSX def2/J DEFGRID3
* xyz 0 1
Sn -1.629 0.271 0.323
F 4.909 0.498 -1.196
Ge 3.202 0.036 -0.910
C 3.589 -1.543 0.194
C 4.929 -1.729 0.551
C 5.328 -2.868 1.233
C 4.401 -3.855 1.544
C 3.077 -3.686 1.183
C 2.660 -2.530 0.524
P 0.913 -2.267 0.050
C 0.011 -2.609 1.608
C 0.609 -2.567 2.867
C -0.149 -2.730 4.018
C -1.520 -2.920 3.934
C -2.131 -2.944 2.689
C -1.372 -2.791 1.539
C 0.605 -3.790 -0.929
C 0.985 -3.731 -2.272
C 0.824 -4.827 -3.104
C 0.266 -5.997 -2.610
C -0.122 -6.065 -1.280
C 0.048 -4.970 -0.443
C 2.676 1.774 -0.181
C 3.186 2.800 -0.984
C 3.262 4.104 -0.531
C 2.910 4.385 0.781
C 2.397 3.380 1.582
C 2.194 2.085 1.101
P 1.313 0.811 2.107
C -0.233 1.615 2.797
C -0.786 0.831 4.035
C -2.070 1.135 4.104
C -3.814 2.229 2.520
C -1.618 3.396 3.264
C -0.328 3.118 3.194
C 2.380 0.775 3.602
C 2.219 1.578 4.730
C 3.100 1.485 5.798
C 4.160 0.590 5.756
C 4.330 -0.218 4.641
C 3.443 -0.130 3.579
C 2.810 -0.465 -2.768
C 3.836 -1.161 -3.409
C 3.653 -1.665 -4.689
C 2.450 -1.463 -5.350
C 1.438 -0.740 -4.739
C 1.611 -0.236 -3.452
P 0.348 0.723 -2.551
C -1.198 0.233 -3.402
C -1.776 0.942 -4.453
C -2.948 0.493 -5.044
C -3.553 -0.675 -4.598
C -2.978 -1.398 -3.562
C -1.811 -0.943 -2.967
C 0.609 2.424 -3.172
C -0.224 3.424 -2.666
C -0.021 4.750 -3.009
C 1.024 5.101 -3.855
C 1.858 4.116 -4.359
C 1.652 2.784 -4.019
H 5.660 -0.975 0.293
H 6.367 -2.990 1.510
H 4.713 -4.755 2.060
H 2.351 -4.458 1.416
H 1.676 -2.405 2.958
H 0.339 -2.695 4.984
H -2.111 -3.038 4.833
H -3.203 -3.072 2.607
H -1.869 -2.813 0.574
H 1.411 -2.816 -2.671
H 1.128 -4.760 -4.142
H 0.130 -6.853 -3.259
H -0.558 -6.975 -0.888
H -0.256 -5.040 0.594
H 3.565 2.570 -1.973
H 3.643 4.882 -1.180
H 3.036 5.382 1.182
H 2.176 3.602 2.614
H -0.198 0.211 4.694
H -2.792 0.838 4.852
H -4.220 1.270 2.199
H -2.089 4.322 3.556
H 0.487 3.781 3.423
H 1.397 2.280 4.793
H 2.956 2.116 6.666
H 4.845 0.520 6.591
H 5.149 -0.924 4.597
H 3.579 -0.774 2.718
H 4.778 -1.320 -2.900
H 4.450 -2.220 -5.167
H 2.302 -1.862 -6.345
H 0.504 -0.571 -5.261
H -1.314 1.858 -4.801
H -3.391 1.056 -5.856
H -4.467 -1.023 -5.061
H -3.439 -2.313 -3.214
H -1.359 -1.515 -2.165
H -1.036 3.164 -1.995
H -0.675 5.514 -2.607
H 1.187 6.139 -4.117
H 2.674 4.380 -5.020
H 2.311 2.024 -4.423
Cl -9.165 0.719 -0.834
C -7.508 0.388 -0.423
C -7.208 -0.705 0.407
C -5.915 -0.988 0.752
C -4.831 -0.199 0.285
O -3.631 -0.501 0.648
C -5.157 0.903 -0.555
C -4.170 1.796 -1.075
O -2.944 1.729 -0.937
C -6.501 1.178 -0.892
H -8.018 -1.321 0.775
H -5.682 -1.827 1.395
H -4.562 2.638 -1.667
H -6.724 2.026 -1.528
B -4.775 2.971 3.484
C -2.365 2.096 2.922
N -1.427 1.533 1.925
H -5.953 2.815 3.386
H -4.370 3.750 4.292
H -3.866 2.880 1.624
*
```

Energy in Ha: -6497.4301
HOMO energy in eV: -7.43
Lowest unoccupied orbital energy in Ha: -0.00861
Relative energy (zero: lowest compared OMol25 entry of this formula, charge and spin) in kJ/mol: 0.0